This record from OMol25 describes one molecule with the formula C5H6O2. The level of theory is ωB97M-V with the def2-TZVPD basis set.

Last column: Löwdin charge in e.
Cartesian coordinates (Å):
C 0.18 0.43 1.95  0.11
C 0.22 0.22 0.64  -0.21
C -0.06 1.19 -0.47  -0.16
O -0.73 0.44 -1.48  -0.11
C -0.40 -0.94 -1.35  -0.11
C 0.41 -1.08 -0.07  -0.33
O 1.03 -2.06 0.28  0.11
H 0.47 -0.34 2.66  0.08
H -0.17 1.37 2.35  0.07
H -0.67 2.05 -0.20  0.13
H 0.91 1.55 -0.84  0.14
H -1.32 -1.52 -1.25  0.14
H 0.14 -1.30 -2.23  0.14

Values from the calculation:
LUMO in eV: 0.2
Energy relative to the best compared isomer or geometry (same formula, charge and spin) in eV: 1.347
Electronic energy in eV: -9375.749
SMILES string: C=C1COCC1=O
Orbital gap in eV: 9.92
Spin multiplicity: 1